{
  "formula": "N3Ni3O14PV",
  "method": "ωB97M-V with the def2-TZVPD basis set",
  "charge": 1,
  "e_tot_ha": -7026.983877,
  "multiplicity": 9,
  "lumo_ha": [-0.2837, -0.3241],
  "elements": ["Ni", "Ni", "Ni", "O", "V", "N", "O", "O", "O", "N", "O", "O", "O", "N", "O", "O", "O", "P", "O", "O", "O", "O"],
  "positions_angstrom": [[-0.661215, -1.618809, 0.626837], [2.676259, -0.792789, 2.107245], [0.505939, 1.550652, -0.614711], [-0.289030, -1.883499, -3.945713], [-0.612677, -0.806706, -2.785760], [-1.079656, 1.282202, 2.122893], [-0.494282, 1.896095, 1.257726], [-1.268852, 0.097251, 2.001322], [-1.249259, 1.950339, 3.140532], [-3.243152, -1.427208, -0.903434], [-2.534866, -1.608380, -1.897347], [-4.342578, -0.891371, -0.999568], [-2.688672, -1.613911, 0.207006], [3.045699, 1.983013, 1.005564], [3.561064, 0.863072, 1.080126], [2.329409, 2.166434, 0.048655], [3.044394, 2.831757, 1.891613], [1.117711, -1.010823, -0.947111], [1.071193, 0.198241, -1.943377], [-0.248305, -0.308555, -0.763275], [1.294239, -0.759312, 0.499623], [0.066633, -2.097692, -1.188847]],
  "forces_ev_per_a": [[-2.7, 1.9, -0.4], [-0.5, 2.1, -3.1], [-0.9, -0.5, 1.9], [-0.7, 3.1, 2.7], [-0.3, -4.2, 0.0], [1.0, 2.5, 3.7], [2.6, 2.4, -5.5], [-1.1, -3.9, 0.3], [-1.4, -1.7, 0.3], [-1.2, 3.2, 0.8], [1.9, -0.2, -3.4], [1.3, -1.6, 0.4], [0.0, -0.9, 1.6], [-2.9, 3.5, 3.5], [2.0, -4.3, 1.8], [-1.8, 0.6, -3.8], [1.5, -1.5, -0.5], [2.2, -1.1, -4.4], [6.1, 2.3, -7.8], [-11.4, 7.5, 5.4], [4.8, -0.6, 9.7], [1.5, -8.4, -3.1]]
}



{
  "formula": "N4O4",
  "method": "ωB97M-V with the def2-TZVPD basis set",
  "charge": 0,
  "relative_energy_kj_mol": 0.0,
  "e_tot_ha": -519.547421,
  "multiplicity": 3,
  "lumo_ha": [-0.0344, -0.1692],
  "elements": ["N", "N", "N", "N", "O", "O", "O", "O"],
  "positions_angstrom": [[0.539559, 0.054312, -0.512728], [-0.818339, 0.085781, 0.000313], [1.328564, 1.143964, -0.462627], [-1.344965, -1.153544, 0.454643], [1.777132, 1.106019, 0.639211], [1.555591, 1.852434, -1.376291], [-2.508708, -1.185765, 0.411666], [-0.528834, -1.903199, 0.845812]],
  "forces_ev_per_a": [[-6.4, -2.8, -1.0], [3.8, 2.1, -3.2], [-0.3, 0.0, 1.5], [2.4, 1.6, 0.6], [2.5, 1.6, 2.5], [-0.1, 0.5, -1.0], [-2.8, -0.5, -0.1], [1.0, -2.6, 0.8]]
}



{
  "formula": "NO3Rb",
  "method": "ωB97M-V with the def2-TZVPD basis set",
  "charge": 0,
  "relative_energy_kj_mol": 44.6,
  "e_tot_ha": -304.445150,
  "lumo_ha": -0.0472,
  "elements": ["Rb", "N", "O", "O", "O"],
  "positions_angstrom": [[-0.878412, 0.399744, 2.797660], [0.208871, -0.101140, -0.718091], [0.734941, -0.062047, 0.447503], [-0.029292, -1.192127, -1.219717], [-0.036108, 0.955570, -1.307355]],
  "forces_ev_per_a": [[0.4, -0.1, -0.8], [0.1, 0.1, 0.0], [-0.4, 0.2, 0.8], [-0.1, -0.4, -0.2], [-0.1, 0.2, 0.1]]
}



{
  "formula": "NO4P",
  "method": "ωB97M-V with the def2-TZVPD basis set",
  "charge": -2,
  "relative_energy_kj_mol": 230.2,
  "smiles": "O=NP(=O)([O-])[O-]",
  "e_tot_ha": -696.967815,
  "lumo_ha": [0.2839, 0.2841],
  "elements": ["O", "N", "P", "O", "O", "O"],
  "positions_angstrom": [[0.884583, -1.645168, -1.420319], [-0.094912, -1.011869, -0.658462], [-0.096991, 0.567087, 0.374443], [-1.083470, 0.401587, 1.426008], [1.186546, 0.197245, 0.836289], [-0.795757, 1.491117, -0.557958]],
  "forces_ev_per_a": [[-4.3, 3.4, 3.5], [3.0, -4.2, -4.1], [-4.9, -0.4, -2.2], [-3.0, -1.4, 4.0], [7.5, 0.6, 1.5], [1.7, 2.0, -2.7]]
}



{
  "formula": "NO4S",
  "method": "ωB97M-V with the def2-TZVPD basis set",
  "charge": -1,
  "relative_energy_kj_mol": 22.6,
  "smiles": "O=NS(=O)(=O)[O-]",
  "e_tot_ha": -753.896609,
  "lumo_ha": [0.1425, 0.1425],
  "elements": ["O", "N", "S", "O", "O", "O"],
  "positions_angstrom": [[0.690195, -0.662201, 1.693430], [-0.351739, -0.266901, 1.129335], [-0.093190, 0.279768, -0.555554], [-0.313928, -1.148617, -0.918136], [1.218725, 0.780527, -0.891078], [-1.150707, 1.225167, -0.832188]],
  "forces_ev_per_a": [[-3.0, 1.4, -1.5], [3.3, -0.6, 2.1], [-0.1, -1.9, -1.0], [-0.2, 1.5, -0.5], [0.3, -0.1, 0.6], [-0.3, -0.3, 0.3]]
}



{
  "formula": "NO4S",
  "method": "ωB97M-V with the def2-TZVPD basis set",
  "charge": -1,
  "relative_energy_kj_mol": 46.7,
  "e_tot_ha": -753.887440,
  "lumo_ha": 0.1453,
  "elements": ["N", "O", "O", "O", "O", "S"],
  "positions_angstrom": [[0.737018, -0.088310, -0.772016], [-2.075325, -0.019823, 0.428042], [0.602664, 0.827100, -1.631342], [1.637891, -0.936208, -0.831136], [-0.159031, 0.593344, 1.904638], [-0.743217, -0.376103, 0.901814]],
  "forces_ev_per_a": [[0.0, 1.0, -1.5], [0.7, 0.1, -0.2], [0.5, -1.8, 1.5], [-0.9, 1.0, -0.1], [-1.2, -1.8, -2.1], [0.9, 1.5, 2.3]]
}



{
  "formula": "NO5S",
  "method": "ωB97M-V with the def2-TZVPD basis set",
  "charge": -1,
  "relative_energy_kj_mol": 394.5,
  "smiles": "O=[N+]([O-])S(=O)(=O)[O-]",
  "e_tot_ha": -828.995353,
  "lumo_ha": 0.1310,
  "elements": ["O", "N", "O", "S", "O", "O", "O"],
  "positions_angstrom": [[-1.622231, -1.120894, -0.292553], [-0.837526, -0.201836, -0.431349], [-0.915545, 0.661017, -1.244032], [0.901108, -0.010677, 0.400699], [1.054865, -1.083493, 1.394374], [1.693651, 0.010559, -0.805992], [0.235539, 1.819776, 1.247976]],
  "forces_ev_per_a": [[0.3, 0.1, 0.6], [0.3, -1.0, -0.3], [-0.7, 1.0, -0.9], [-1.9, 3.0, 3.3], [-0.1, 1.4, -1.6], [0.1, -0.1, 0.8], [1.9, -4.3, -1.9]]
}



{
  "formula": "Na9O4S",
  "method": "ωB97M-V with the def2-TZVPD basis set",
  "charge": 7,
  "relative_energy_kj_mol": 326.2,
  "e_tot_ha": -2156.431252,
  "lumo_ha": -0.8724,
  "elements": ["Na", "Na", "Na", "Na", "Na", "Na", "Na", "Na", "Na", "S", "O", "O", "O", "O"],
  "positions_angstrom": [[-2.194428, -1.540158, -1.569329], [-2.995358, -0.234068, 1.822991], [-0.898618, -2.407078, 1.743801], [1.663872, 1.822712, -1.490489], [2.432802, 0.314402, 2.649311], [2.532122, -2.089798, 0.183751], [1.098242, -1.846818, -3.426449], [0.305222, 3.801272, 0.841841], [-1.951908, 1.942452, -0.855799], [0.025402, 0.071292, 0.028541], [-1.302938, -0.439768, 0.184851], [0.822182, -0.660448, 0.988971], [0.419322, -0.227668, -1.345479], [0.044082, 1.493672, 0.243481]],
  "forces_ev_per_a": [[-1.2, -0.9, -1.2], [-1.7, 0.4, 1.1], [0.2, -1.3, 0.9], [1.1, 0.7, -1.3], [0.8, 0.3, 1.5], [1.2, -1.1, 0.0], [0.5, -0.5, -1.6], [0.1, 1.8, 0.9], [-1.3, 1.1, -0.8], [1.8, -1.5, -1.1], [-4.7, -0.9, 0.8], [1.9, -0.6, 1.3], [0.9, 0.0, -0.9], [0.3, 2.5, 0.3]]
}



{
  "formula": "O10PPbV3",
  "method": "ωB97M-V with the def2-TZVPD basis set",
  "charge": 2,
  "e_tot_ha": -4117.473152,
  "lumo_ha": -0.3533,
  "elements": ["Pb", "O", "V", "O", "O", "V", "O", "O", "V", "O", "P", "O", "O", "O", "O"],
  "positions_angstrom": [[-0.765419, 0.068550, 1.287197], [-4.077573, 1.978804, 0.992796], [-5.021666, 3.210607, 0.979587], [-5.526219, 3.564918, 2.410408], [1.886203, 0.509351, 3.519887], [3.286816, 0.816989, 4.259433], [3.211579, 2.398893, 4.405403], [-1.529615, -0.101029, -2.212836], [-1.436279, -0.931417, -3.638974], [-2.771252, -0.437425, -4.396553], [2.469125, -2.307645, -1.482343], [1.536699, -2.222549, -2.764097], [3.514182, -3.459763, -1.228138], [1.779155, -1.903291, -0.129545], [3.444264, -1.184992, -2.002224]],
  "forces_ev_per_a": [[0.8, -0.5, -0.5], [0.9, -0.8, 0.4], [-1.2, 1.2, 0.1], [0.5, -0.5, -0.5], [2.2, -0.1, 1.0], [-3.2, 2.9, -1.3], [0.8, -2.9, 0.1], [0.7, -2.4, -3.4], [-3.2, 3.7, 2.5], [3.5, -1.6, 1.4], [-0.6, 0.9, 1.5], [0.7, -0.3, 1.8], [-1.8, 2.2, -1.1], [0.2, -0.5, -2.2], [-0.2, -1.4, 0.3]]
}



{
  "formula": "O2",
  "method": "ωB97M-V with the def2-TZVPD basis set",
  "charge": 1,
  "relative_energy_kj_mol": 639.4,
  "e_tot_ha": -149.653253,
  "multiplicity": 2,
  "lumo_ha": [-0.6015, -0.5810],
  "elements": ["O", "O"],
  "positions_angstrom": [[-0.346822, 0.545249, 0.531241], [0.346822, -0.545249, -0.531241]],
  "forces_ev_per_a": [[5.3, -8.3, -8.1], [-5.3, 8.3, 8.1]]
}



{
  "formula": "O2S2",
  "method": "ωB97M-V with the def2-TZVPD basis set",
  "charge": 0,
  "relative_energy_kj_mol": 152.1,
  "e_tot_ha": -946.749641,
  "lumo_ha": [-0.0557, -0.0571],
  "elements": ["O", "O", "S", "S"],
  "positions_angstrom": [[0.098867, 0.626863, -0.935140], [-0.604502, 0.229090, 0.921808], [0.863743, -0.603258, -0.926978], [0.135065, -1.067448, 0.933991]],
  "forces_ev_per_a": [[0.6, 1.7, -3.0], [-0.8, -1.6, 3.1], [0.8, -1.0, -0.5], [-0.6, 0.9, 0.4]]
}



{
  "formula": "O4S2",
  "method": "ωB97M-V with the def2-TZVPD basis set",
  "charge": 0,
  "relative_energy_kj_mol": 64.2,
  "e_tot_ha": -1097.293117,
  "lumo_ha": -0.0890,
  "elements": ["O", "O", "O", "O", "S", "S"],
  "positions_angstrom": [[0.741731, -0.200299, -2.050283], [1.519537, 1.596936, -0.597136], [-2.096756, -0.400953, 1.914747], [0.027786, -0.398473, 0.575685], [-1.422699, -0.590882, 0.653832], [1.471779, 0.169400, -0.844254]],
  "forces_ev_per_a": [[0.6, 0.0, 1.2], [-0.1, -1.0, 0.2], [0.9, -0.1, -1.1], [-2.8, -0.6, 2.0], [0.3, 0.3, 0.7], [1.1, 1.5, -2.9]]
}